[1]
{
  "formula": "C23H21ClF6N3O7RuSb",
  "method": "ωB97M-V with the def2-TZVPD basis set",
  "energy_ha": -2973.73417,
  "homo_lumo_gap_ev": [3.881, 3.842],
  "e_homo_ev": [-14.164, -14.167],
  "relative_energy_ev": 0.0000,
  "charge": 2,
  "lumo_energy_ev": [-10.283, -10.325],
  "symbols": ["C", "F", "H", "O", "H", "Ru", "C", "F", "Sb", "F", "O", "H", "H", "H", "H", "C", "C", "O", "C", "F", "N", "H", "N", "C", "C", "C", "C", "C", "C", "H", "C", "H", "H", "H", "O", "O", "N", "C", "F", "C", "C", "H", "H", "H", "C", "C", "C", "C", "H", "H", "C", "H", "H", "H", "O", "C", "H", "O", "C", "H", "C", "F", "Cl"],
  "positions_angstrom": [[-3.814391, -1.682939, 2.342657], [2.892219, 1.500811, -3.786001], [-4.012272, -3.337436, 3.699799], [-1.087781, 1.038428, 2.255384], [-0.294252, -0.732033, -2.071958], [-0.346869, -0.229527, 0.493052], [-2.644882, 4.104067, -1.660244], [2.692913, 2.842231, -1.136734], [2.087811, 1.396469, -2.128891], [3.409695, 0.284871, -1.442046], [0.893962, -0.014577, 2.490251], [4.972601, -2.950949, -3.567281], [0.689728, 4.734015, 0.150347], [2.685097, -1.167212, 1.350992], [-2.931363, 1.422591, -1.866093], [-2.927897, -1.021345, 1.514491], [-3.160259, 0.177561, 0.702705], [-0.747274, -1.259459, -1.354906], [3.024791, -2.833554, -2.684509], [0.998223, -0.110416, -2.656951], [-1.673588, -1.428519, 1.373593], [-0.235130, 6.455788, -1.365762], [0.787934, -1.876844, 0.884015], [-3.347267, -2.796397, 3.040162], [4.409145, -2.887174, -2.646520], [5.072691, -2.802062, -1.428344], [2.306679, -2.586537, -1.522698], [-0.843708, 3.311231, -0.301175], [-2.810096, 1.786560, -0.841214], [-4.828448, -1.323342, 2.453775], [4.360078, -2.545356, -0.270488], [-2.479468, 6.119135, -2.361497], [-5.020179, 1.960698, -0.843619], [-1.622413, -4.050110, 3.443051], [-4.311681, 0.752299, 0.697794], [0.248823, 1.562144, 4.181678], [-2.213265, 0.646007, -0.060796], [-2.023590, -3.207360, 2.896281], [1.149086, 0.846296, -0.297134], [-1.214912, -2.485320, 2.038800], [-4.182004, 1.949673, -0.154918], [2.754559, -4.149884, 1.629830], [-4.218365, 2.820009, 0.496321], [2.882216, -2.937138, 2.928569], [-0.219151, 4.548395, -0.406334], [2.973893, -2.426557, -0.319447], [2.263988, -2.098847, 0.967584], [0.213531, -2.653284, 1.764749], [1.227898, -2.533519, -1.551341], [-0.389848, 2.550229, 0.308579], [-0.777845, 5.538000, -1.185500], [-1.577436, -1.626491, -1.685157], [6.150723, -2.876185, -1.392394], [4.887772, -2.411882, 0.668213], [0.902011, 2.316623, 2.044914], [-2.055267, 3.087809, -0.921785], [2.505044, -2.977476, -3.622321], [0.942914, -3.481591, 2.418295], [-2.021802, 5.337095, -1.771612], [-3.577213, 3.921538, -2.185647], [2.348473, -3.224357, 2.027279], [0.582963, 2.396908, -2.582644], [0.292454, 1.318199, 2.810798]],
  "forces_ev_per_a": [[0.0110, -0.0707, 0.0394], [0.0298, 0.1730, 0.0467], [0.0083, 0.0129, 0.0212], [0.3511, -0.1162, -1.0569], [0.4070, -0.1475, -0.1156], [-1.4828, -0.8891, 1.4662], [-0.1776, 0.1695, -0.1767], [0.1511, -0.0176, -0.0389], [0.0058, 0.0310, -0.0640], [-0.0761, -0.0307, 0.0274], [-0.1222, -0.0443, -0.9472], [0.0043, -0.2718, 0.0206], [0.1463, -0.0791, -0.2069], [-0.0126, -0.0582, 0.1086], [-0.0892, -0.1109, 0.0434], [-0.1645, 0.0550, 0.0202], [0.0555, 0.0958, -0.3338], [0.7236, 0.7119, 0.4868], [0.0337, 0.0733, -0.0372], [0.0138, -0.0885, -0.1165], [0.0393, -0.0610, 0.3978], [-0.1249, 0.1183, 0.1999], [-0.3965, -0.0604, -0.0839], [0.0597, 0.0511, -0.0739], [-0.0468, 0.0236, 0.0211], [0.0174, 0.2845, -0.0709], [0.0081, -0.3495, 0.1445], [-0.2182, 0.2327, 0.4045], [0.2667, -0.0638, -0.5667], [-0.0124, -0.0264, -0.0342], [-0.0552, -0.0611, 0.0779], [0.0042, -0.0090, -0.0166], [-0.0223, -0.0880, 0.0293], [-0.0161, -0.0235, -0.0262], [-0.1725, 0.0036, -0.0232], [-0.2119, -0.3842, 0.1231], [0.3137, 0.0538, 0.5038], [-0.0759, -0.0216, -0.0108], [-0.0847, 0.2495, -0.1675], [0.0374, -0.1064, 0.0467], [0.0572, 0.0944, -0.0331], [-0.1090, -0.0191, -0.0560], [0.0367, -0.0573, 0.0730], [-0.0983, -0.0002, 0.0558], [0.0921, -0.3044, 0.2359], [-0.1747, -0.0565, -0.1424], [0.2993, 0.3578, -0.2367], [0.2541, 0.0072, -0.2628], [0.0041, -0.0377, -0.0453], [0.0105, 0.0216, -0.0613], [-0.1414, 0.2269, -0.1253], [-0.1949, 0.1685, 0.3131], [0.0060, 0.0182, 0.0103], [0.0273, -0.0151, -0.0101], [0.2531, 0.1876, 0.1804], [0.2085, -0.1935, 0.1661], [-0.0059, 0.1267, -0.0183], [0.0324, -0.0533, 0.0875], [0.1260, -0.2022, -0.2908], [-0.0390, 0.0985, 0.0449], [0.1067, -0.0226, -0.0727], [-0.1358, -0.1138, -0.0047], [0.2592, 0.6079, 0.1311]]
}

---

[2]
{
  "formula": "C23H21ClN",
  "method": "ωB97M-V with the def2-TZVPD basis set",
  "energy_ha": -1403.78305,
  "homo_lumo_gap_ev": 7.442,
  "e_homo_ev": -11.527,
  "relative_energy_ev": 0.0000,
  "charge": 1,
  "lumo_energy_ev": -4.085,
  "symbols": ["H", "C", "H", "C", "H", "C", "H", "H", "C", "C", "H", "H", "Cl", "H", "C", "C", "C", "C", "H", "H", "C", "C", "C", "N", "C", "C", "C", "H", "H", "H", "C", "C", "C", "H", "H", "H", "H", "H", "H", "C", "C", "H", "H", "C", "C", "C"],
  "positions_angstrom": [[2.528504, 1.139040, -2.610049], [3.837616, -1.004331, 3.028323], [0.778978, -1.068841, 1.527431], [0.337441, 1.147111, -0.005478], [1.250657, 4.162225, 2.600845], [3.801959, 0.295536, 3.536596], [-4.374282, 1.360706, 2.502002], [2.872357, 3.068168, -0.632735], [2.645211, 1.063778, 3.399699], [-3.544580, -0.478142, 3.202074], [-2.431029, -2.188454, 3.919760], [-4.860266, -2.149430, 3.571403], [-1.509128, -1.588448, -2.223128], [-0.228809, -1.106169, 3.649200], [0.709038, -0.072594, -2.502598], [1.396050, 1.503624, -0.830198], [2.759617, -1.501004, 2.286865], [-0.542458, 0.136980, -0.394272], [-5.277310, -0.675643, 4.449693], [2.596362, 2.072393, 3.823720], [-2.212838, 1.440078, 2.567352], [-0.364681, -0.440796, -1.668642], [-1.029947, 0.720096, 2.808958], [2.068775, 2.595428, -0.222896], [-3.451448, 0.830856, 2.730103], [0.303020, 1.425146, 2.540933], [1.636406, 0.876901, -2.045503], [0.801787, -0.527602, -3.488386], [-0.548889, 2.760454, 1.076267], [0.358398, 2.231492, 3.283840], [0.309723, 2.074388, 1.190507], [1.998690, 4.013179, 1.810397], [-2.377144, -1.169227, 3.524318], [2.947514, 3.733071, 2.293827], [-2.169730, 2.486783, 2.264111], [2.791668, -2.493141, 1.819463], [4.701184, -1.642782, 3.202188], [-1.372015, -0.181097, 0.238053], [-5.610209, -0.755231, 2.723919], [1.546958, 0.552815, 2.709508], [1.527721, 2.931192, 0.935728], [4.673722, 0.728330, 4.025660], [2.131095, 4.964444, 1.264405], [1.622090, -0.704379, 2.114461], [-4.893311, -1.058018, 3.493842], [-1.128809, -0.566594, 3.351442]],
  "forces_ev_per_a": [[-0.3036, -0.0788, -0.1780], [-0.1197, -0.0685, -0.1741], [0.3095, -0.0150, 0.2315], [-0.5420, -0.1661, -0.2430], [0.3161, 0.0833, -0.2063], [-0.0809, -0.0189, -0.0503], [0.2221, 0.0624, 0.0882], [-0.1574, -0.1249, 0.1472], [0.1760, -0.1413, -0.0769], [0.1441, -0.0763, 0.3626], [-0.0191, 0.4079, -0.0866], [-0.0623, 0.2005, -0.1154], [-0.0754, -0.1743, -0.0513], [-0.3342, 0.1326, -0.1606], [0.0894, 0.2227, 0.6749], [-0.6121, -0.6699, -0.2866], [-0.1818, 0.2847, -0.0366], [0.1364, 0.0964, -0.5178], [0.1335, -0.0633, -0.1756], [0.0280, -0.4279, -0.0103], [0.0342, -0.4652, -0.0713], [0.5499, 0.7663, 0.4537], [-0.3625, 0.1265, 0.1982], [-0.2281, 0.3536, 1.2917], [0.2382, 0.0694, 0.0089], [0.0311, -0.6232, 1.5247], [-0.0130, 0.0807, -0.1463], [0.0938, 0.0947, 0.3451], [0.1652, -0.0582, 0.0840], [0.1448, -0.0678, -0.0060], [0.3874, 0.2660, -1.5353], [-0.0455, 0.5200, 0.3342], [0.1725, 0.2020, -0.0358], [-0.2258, 0.1175, -0.2441], [-0.0681, -0.2364, -0.0515], [0.0658, 0.4337, 0.3445], [-0.0769, 0.2331, -0.1088], [0.2058, 0.1491, -0.1872], [0.0383, -0.2128, 0.1059], [-0.2514, 0.3968, -0.0870], [0.1820, -0.5541, -1.3204], [-0.2187, -0.2529, 0.0445], [0.0300, -0.4412, 0.1726], [0.4080, -0.3455, -0.0528], [-0.3282, -0.1219, 0.0031], [0.0045, 0.1046, -0.1994]]
}

---

[3]
{
  "formula": "C23H21ClN4OS",
  "method": "ωB97M-V with the def2-TZVPD basis set",
  "energy_ha": -2041.69505,
  "homo_lumo_gap_ev": 8.229,
  "e_homo_ev": -7.631,
  "charge": 0,
  "lumo_energy_ev": 0.597,
  "symbols": ["H", "C", "C", "C", "C", "C", "H", "C", "H", "C", "S", "H", "C", "H", "C", "O", "H", "H", "C", "H", "C", "H", "N", "H", "H", "H", "H", "N", "H", "N", "H", "C", "C", "C", "C", "C", "C", "H", "C", "H", "H", "H", "C", "C", "Cl", "N", "C", "H", "C", "C", "H"],
  "positions_angstrom": [[-5.245148, 2.046169, 1.991215], [-0.627484, 2.432424, -1.578816], [-0.593009, -1.792387, 0.221677], [-4.805308, 1.940161, 1.010950], [-0.034953, -3.136417, 2.013458], [-2.672684, -1.720745, -1.464250], [-6.655832, 1.469733, 0.024370], [6.587529, -0.630557, -0.103830], [7.601243, -0.367443, 0.193876], [2.496797, -1.659579, -0.099759], [-1.670373, -3.625900, 1.742003], [-5.589246, 1.307234, -2.194134], [-4.996083, 1.536288, -1.321775], [1.435918, 1.599104, -0.014657], [3.836348, -1.321260, -0.151443], [5.860637, -0.759332, 1.093819], [6.180213, 0.163153, -0.738678], [-3.463426, -1.728697, -2.201583], [0.425283, -2.189667, 1.152237], [4.446304, -1.056485, 3.153507], [1.832505, -1.783249, 1.116525], [-0.571573, 0.624395, -2.802485], [-1.432586, 2.181290, -0.411033], [0.524713, -3.626023, 2.786243], [0.910982, 0.296005, 1.050983], [6.608575, -1.570321, -0.664890], [-1.223344, 1.169941, 1.395708], [0.215597, 0.218045, -0.933599], [4.316475, -1.241231, -1.113885], [-2.819328, -2.513736, -0.425420], [-1.226230, 2.876861, -2.368436], [-1.765827, -2.556232, 0.378339], [0.591328, 0.959746, 0.251700], [0.043629, 1.124903, -2.057225], [3.884977, -1.228557, 2.248904], [-3.631679, 1.718299, -1.481694], [-5.594825, 1.628564, -0.081416], [2.053140, -1.658803, 3.246581], [4.545138, -1.099945, 1.024887], [1.961854, -1.840607, -1.019521], [-2.868351, 2.419141, 1.714690], [1.032496, 1.336936, -2.476500], [2.552364, -1.570068, 2.293011], [-0.624234, 1.790580, 0.726243], [-3.077200, 1.545447, -3.120020], [-1.685006, -0.873963, -1.671603], [-3.450550, 2.132912, 0.852976], [0.139531, 3.161742, -1.288473], [-0.686329, -0.803646, -0.793295], [-2.798947, 2.003333, -0.387244], [-0.274021, 2.672444, 1.281762]],
  "forces_ev_per_a": [[-0.0266, 0.0153, 0.0900], [0.1109, 0.0344, -0.1685], [-0.5582, -0.0605, -0.1024], [-0.0044, -0.0485, -0.0044], [-0.2255, 0.1855, -0.1366], [-0.2330, -0.1647, 0.1790], [-0.1104, -0.0112, -0.0018], [0.1143, 0.0218, -0.2042], [-0.0601, -0.0163, -0.0735], [-0.1463, -0.0885, 0.2744], [0.1492, 0.2145, -0.2084], [0.0008, -0.0168, -0.0841], [-0.1217, 0.0169, 0.1538], [0.0095, -0.0605, 0.0609], [0.3725, 0.1073, -0.0600], [-0.2216, -0.0479, 0.2569], [0.0060, -0.0425, 0.0170], [-0.0930, 0.0017, -0.1041], [-0.0484, -0.3402, 0.4249], [0.0719, 0.0286, 0.1140], [0.3029, -0.0878, -0.0771], [0.1483, 0.1609, 0.0475], [0.1652, -0.1175, -0.0770], [0.2117, -0.0944, 0.1111], [0.0258, 0.1956, -0.0611], [-0.0135, 0.0408, 0.0140], [0.0461, 0.0663, -0.0329], [0.1902, -0.0771, -0.1608], [0.0847, 0.0146, -0.0713], [-0.4698, -0.4384, 0.0804], [0.1916, 0.0406, 0.0931], [0.3112, 0.1949, 0.0258], [-0.0985, 0.1331, 0.2963], [0.0574, 0.1279, -0.3198], [0.2517, 0.0259, -0.0868], [-0.0868, 0.0140, 0.0082], [-0.0357, -0.0029, -0.0440], [-0.0540, 0.0132, 0.1016], [-0.1416, -0.0060, 0.1114], [-0.0330, -0.0116, -0.0702], [0.0776, 0.0292, 0.0462], [-0.0306, 0.0453, -0.0137], [0.0018, 0.0289, -0.2074], [0.1325, 0.0332, 0.1788], [-0.0986, 0.0344, -0.3369], [0.5146, 0.3198, -0.0028], [-0.0049, -0.0177, 0.0207], [-0.0461, -0.0062, -0.0773], [-0.2710, -0.3948, -0.1017], [-0.3079, 0.1072, 0.0838], [-0.0074, -0.1001, 0.0989]]
}

---

> What is the charge in the first record?

+2

---

> Which value of charge does entry 1 give?

+2